[1]
ORCA calculation (the ωB97M-V functional and the def2-TZVPD basis) on a structure of composition C37H40OP2Pt at a distorted geometry.

Geometry as ORCA input:
```
! wB97M-V def2-TZVPD RIJCOSX def2/J DEFGRID3
* xyz 2 5
Pt 0.098 -0.152 3.690
C -1.948 -0.063 5.523
C -2.224 -0.288 4.172
C -2.917 0.689 3.222
C -1.988 1.590 2.356
C -0.682 1.945 3.011
C -0.529 2.291 4.369
C -1.554 2.482 5.412
C -2.019 1.226 6.243
C 1.953 -0.193 3.093
H -1.869 -0.948 6.152
H -2.532 -1.316 3.940
H -3.678 1.275 3.774
H -3.485 0.064 2.495
H -1.757 1.041 1.430
H -2.539 2.496 2.063
H 0.103 2.325 2.338
H 0.469 2.652 4.628
H -2.437 3.006 5.018
H -1.085 3.150 6.157
H -1.392 1.191 7.158
H -3.054 1.401 6.595
H 2.389 -1.179 3.330
H 2.477 0.597 3.653
H 1.969 0.016 2.018
P -0.233 -1.586 -2.526
P 1.340 0.562 -2.732
C -1.169 -0.129 -3.055
C -0.316 0.891 -3.379
C -0.680 -2.889 -3.762
C -1.819 -2.802 -4.578
C -2.099 -3.806 -5.511
C -1.228 -4.888 -5.670
C -0.111 -5.000 -4.836
C 0.161 -4.017 -3.886
C -1.101 -2.070 -1.013
C -0.661 -1.452 0.180
C -1.210 -1.855 1.390
C -2.326 -2.702 1.398
C -2.775 -3.305 0.211
C -2.146 -3.003 -0.998
C 2.308 0.954 -4.278
C 2.132 0.082 -5.378
C 2.683 0.388 -6.621
C 3.459 1.539 -6.786
C 3.661 2.395 -5.700
C 3.084 2.109 -4.455
C 1.715 1.992 -1.664
C 2.977 2.047 -1.033
C 3.333 3.174 -0.289
C 2.438 4.241 -0.155
C 1.177 4.176 -0.761
C 0.807 3.044 -1.496
H -2.264 -0.126 -3.026
H -0.505 1.785 -3.984
H -2.500 -1.961 -4.482
H -3.009 -3.757 -6.115
H -1.421 -5.646 -6.428
H 0.538 -5.872 -4.925
H 1.018 -4.126 -3.224
H 0.116 -0.678 0.118
H -0.736 -1.526 2.353
H -2.830 -2.900 2.341
H -3.599 -4.024 0.223
H -2.463 -3.481 -1.933
H 1.536 -0.823 -5.255
H 2.519 -0.280 -7.472
H 3.919 1.761 -7.747
H 4.278 3.286 -5.823
H 3.238 2.806 -3.630
H 3.670 1.210 -1.141
H 4.315 3.213 0.187
H 2.721 5.116 0.428
H 0.474 5.005 -0.662
H -0.179 2.973 -1.957
C 0.987 -1.338 6.330
C 0.776 -0.022 5.643
O 1.066 1.017 6.213
H 1.752 -1.911 5.799
H 0.077 -1.950 6.366
H 1.336 -1.137 7.349
*
```

Properties
Highest occupied orbital energy (spin up / spin down): -0.36076 / -0.48762 Ha
HOMO-LUMO gap (spin up / spin down): 3.539 / 3.268 eV
LUMO level (spin up / spin down): -6.3 / -10.0 eV
Relative energy (zero: lowest compared OMol25 entry of this formula, charge and spin): 0.0 kcal per mole

Here are the Mulliken charges for atoms 1 to 4, given in e:
1. Pt 0.619
2. C -1.155
3. C 0.355
4. C -0.901

[2]
ORCA calculation (the ωB97M-V functional and the def2-TZVPD basis) on a structure of composition C37H41AlCl2Ge2N2O5S2.

Geometry as ORCA input:
```
! wB97M-V def2-TZVPD RIJCOSX def2/J DEFGRID3
* xyz 1 2
Al -0.838 -0.369 -0.736
C -3.197 -7.373 1.086
C -2.572 -6.215 0.363
C -2.034 -6.377 -0.910
C -1.478 -5.306 -1.592
C -1.471 -4.062 -0.983
C -1.993 -3.868 0.293
C -2.539 -4.950 0.955
S -0.777 -2.703 -1.825
O -0.204 -3.138 -3.057
O -1.792 -1.606 -1.918
N 0.196 -1.926 -0.802
C 1.156 -2.671 -0.078
C 1.986 -3.575 -0.683
C 2.862 -4.368 0.089
C 2.898 -4.243 1.445
C 2.064 -3.302 2.094
C 2.073 -3.111 3.494
C 1.257 -2.168 4.040
C 0.431 -1.405 3.187
N 0.388 -1.545 1.884
C 1.192 -2.495 1.334
H -2.810 -8.323 0.723
H -4.278 -7.372 0.930
H -3.020 -7.311 2.158
H -2.046 -7.355 -1.375
H -1.054 -5.427 -2.579
H -1.962 -2.892 0.762
H -2.945 -4.817 1.949
H 1.962 -3.682 -1.760
H 3.505 -5.080 -0.411
H 3.565 -4.852 2.043
H 2.729 -3.715 4.109
H 1.228 -1.989 5.105
H -0.209 -0.648 3.616
Cl -5.796 0.177 0.784
C -4.193 0.741 1.238
Cl -4.176 2.473 1.632
C -3.206 0.523 0.092
O -3.435 0.891 -1.036
O -2.109 -0.087 0.478
H -3.881 0.205 2.126
C 3.122 0.654 -2.010
Ge 3.122 1.104 -0.105
C 4.217 2.671 0.340
C 3.841 -0.400 0.903
Ge 0.829 1.828 0.460
C 0.486 3.524 -0.463
C 1.309 4.015 -1.479
C 1.111 5.281 -2.013
C 0.056 6.065 -1.565
C -0.796 5.578 -0.583
C -0.575 4.324 -0.030
C 0.382 2.286 2.309
C 1.158 3.252 2.954
C 0.838 3.677 4.235
C -0.278 3.159 4.880
C -1.067 2.214 4.243
C -0.735 1.778 2.966
H 4.145 0.483 -2.349
H 2.679 1.437 -2.624
H 2.553 -0.266 -2.162
H 5.239 2.493 -0.003
H 4.240 2.790 1.424
H 3.853 3.594 -0.105
H 4.930 -0.320 0.871
H 3.559 -1.349 0.453
H 3.526 -0.385 1.946
H 2.133 3.417 -1.850
H 1.780 5.656 -2.778
H -0.099 7.053 -1.979
H -1.621 6.184 -0.230
H -1.224 3.976 0.768
H 2.016 3.687 2.452
H 1.452 4.421 4.726
H -0.535 3.501 5.874
H -1.948 1.823 4.738
H -1.355 1.042 2.471
O -0.648 0.872 -2.026
S -1.600 0.992 -3.275
C -2.393 2.602 -3.093
C -1.487 3.627 -3.755
C -0.928 2.946 -5.001
C -0.437 1.574 -4.543
H -2.577 2.744 -2.032
H -3.355 2.491 -3.600
H -0.680 3.892 -3.073
H -2.039 4.535 -3.992
H -0.109 3.508 -5.450
H -1.706 2.835 -5.759
H 0.519 1.630 -4.021
H -0.379 0.824 -5.328
*
```

Properties
Highest occupied orbital energy (spin up / spin down): -0.37080 / -0.40500 Ha
HOMO-LUMO gap (spin up / spin down): 7.827 / 6.773 eV
LUMO level (spin up / spin down): -2.3 / -4.2 eV
Relative energy (zero: lowest compared OMol25 entry of this formula, charge and spin): 22.0 kcal per mole

Here are the Mulliken charges for atoms 1 to 4, given in e:
1. Al -2.679
2. C -1.525
3. C 0.942
4. C -0.835

[3]
ORCA calculation (the ωB97M-V functional and the def2-TZVPD basis) on a structure of composition C37H41As3F7HgN2O3STe at a distorted geometry.

Geometry as ORCA input:
```
! wB97M-V def2-TZVPD RIJCOSX def2/J DEFGRID3
* xyz -2 2
Hg 9.406 7.005 9.860
C 12.071 19.606 9.691
As 12.108 17.768 8.848
C 13.297 16.753 10.197
C 10.341 16.891 9.397
C 9.878 17.434 10.643
C 8.707 16.945 11.127
C 8.293 15.639 10.689
C 8.817 15.135 9.419
C 9.803 15.780 8.919
As 10.754 15.090 7.282
C 12.199 14.081 8.100
C 9.647 13.767 6.725
H 11.967 20.724 9.061
H 13.183 19.679 10.250
H 11.067 19.590 10.225
H 13.851 17.164 10.960
H 14.358 16.111 9.595
H 12.756 15.668 10.624
H 10.568 18.216 11.232
H 8.151 17.504 11.918
H 7.270 15.458 10.902
H 8.090 14.530 8.940
H 12.959 14.530 7.479
H 11.944 12.918 8.050
H 12.440 13.852 9.169
H 9.669 13.231 7.918
H 9.797 12.836 6.388
H 8.729 14.263 6.537
C 13.834 12.443 15.685
C 13.799 13.673 14.667
C 14.521 14.845 14.946
C 14.220 15.859 14.046
N 13.264 15.822 13.027
C 12.585 14.579 12.863
S 11.296 14.504 11.840
N 12.996 13.496 13.657
C 14.994 17.223 13.798
H 13.533 11.540 15.132
H 13.084 12.747 16.319
H 14.713 12.229 16.371
H 15.142 14.834 15.913
H 6.534 15.239 17.948
H 15.844 17.354 13.142
H 15.411 17.635 14.870
H 14.172 18.119 13.378
F 9.258 9.869 9.294
C 8.403 8.746 9.302
F 7.590 9.019 10.402
H 7.766 8.834 8.357
F 5.119 4.367 11.314
Te 5.854 5.117 9.734
F 4.207 4.700 8.946
F 6.436 3.329 9.439
F 6.353 5.616 7.965
F 4.847 6.691 10.010
O 7.406 5.511 10.541
C 13.929 7.068 8.567
C 14.913 7.940 8.969
C 14.578 9.198 9.563
C 13.281 9.684 9.544
C 12.312 8.992 8.867
C 12.630 7.643 8.458
As 12.615 11.166 10.502
C 12.568 10.106 12.227
C 11.412 9.406 12.652
C 11.600 8.505 13.770
C 12.713 8.514 14.386
C 13.774 9.290 14.084
C 13.766 10.036 12.758
C 14.676 11.077 12.413
C 15.908 11.407 13.208
C 16.585 12.585 12.776
C 16.114 13.469 11.784
C 15.217 12.905 10.754
C 14.459 11.836 11.389
H 14.315 5.944 8.112
H 15.902 7.496 9.328
H 15.355 9.757 10.080
H 11.341 9.470 8.739
H 11.721 6.918 8.433
H 10.598 9.567 12.035
H 10.343 8.208 14.095
H 12.808 8.009 15.449
H 14.844 9.176 14.535
H 16.257 10.959 14.035
H 17.197 13.268 13.691
H 16.896 14.239 11.145
H 14.578 13.294 9.720
C 11.665 4.759 12.598
O 10.885 5.749 11.918
C 10.526 5.397 10.605
O 10.911 4.392 10.107
H 12.460 4.506 12.000
H 11.010 3.834 12.777
H 11.944 5.154 13.512
*
```

Properties
Highest occupied orbital energy: -0.09831 Ha
HOMO-LUMO gap: 6.468 eV
LUMO level: 3.8 eV
Relative energy (zero: lowest compared OMol25 entry of this formula, charge and spin): 477.6 kcal per mole

Here are the Mulliken charges for atoms 1 to 4, given in e:
1. Hg 0.838
2. C -0.910
3. As 0.293
4. C -0.511

[4]
ORCA calculation (the ωB97M-V functional and the def2-TZVPD basis) on a structure of composition C37H41AsCl5NiO6SSi.

Geometry as ORCA input:
```
! wB97M-V def2-TZVPD RIJCOSX def2/J DEFGRID3
* xyz -1 3
Ni 0.679 1.514 -0.128
S 2.053 1.456 1.741
C 1.313 2.497 2.950
C 2.016 2.715 4.150
C 1.529 3.545 5.140
C 0.312 4.206 4.981
C -0.400 4.003 3.813
C 0.080 3.151 2.815
As -0.944 2.842 1.209
C -1.715 4.599 0.967
C -3.046 4.901 1.225
C -3.504 6.205 1.054
C -2.637 7.199 0.622
C -1.307 6.890 0.354
C -0.848 5.593 0.521
C -2.484 1.846 1.853
C -3.370 1.364 0.892
C -4.469 0.603 1.264
C -4.684 0.307 2.605
C -3.799 0.779 3.565
C -2.701 1.548 3.191
H 2.970 2.217 4.276
H 2.109 3.689 6.045
H -0.071 4.866 5.750
H -1.347 4.513 3.670
H -3.725 4.131 1.568
H -4.541 6.440 1.261
H -2.995 8.213 0.494
H -0.627 7.659 0.005
H 0.180 5.344 0.295
H -3.193 1.566 -0.158
H -5.145 0.223 0.508
H -5.532 -0.301 2.898
H -3.957 0.542 4.610
H -2.005 1.894 3.945
Cl 5.755 3.832 -4.634
C 4.434 3.698 -3.527
C 3.959 2.451 -3.137
Cl 4.674 1.002 -3.759
C 2.903 2.366 -2.250
Cl 2.279 0.821 -1.756
C 2.234 3.482 -1.701
O 1.242 3.377 -0.891
C 2.749 4.736 -2.127
Cl 1.982 6.152 -1.496
C 3.814 4.836 -3.006
Cl 4.393 6.399 -3.471
C 2.114 -2.419 1.576
C 1.349 -3.721 1.401
C 2.274 -4.851 0.969
C 0.607 -4.083 2.676
O 0.327 -3.561 0.402
Si 0.320 -2.835 -1.050
O 0.276 -1.193 -1.006
O 1.689 -3.221 -1.854
C 1.999 -3.309 -3.248
C 1.299 -2.194 -4.017
C 3.508 -3.151 -3.347
C 1.557 -4.677 -3.748
O -0.978 -3.360 -1.898
C -2.224 -3.946 -1.500
C -1.984 -5.347 -0.953
C -2.891 -3.056 -0.459
C -3.061 -4.012 -2.767
H 2.825 -2.502 2.403
H 1.436 -1.593 1.789
H 2.680 -2.169 0.672
H 3.038 -5.021 1.732
H 2.767 -4.603 0.027
H 1.705 -5.774 0.832
H 1.309 -4.232 3.500
H 0.035 -5.004 2.531
H -0.084 -3.280 2.942
H 1.609 -1.215 -3.638
H 0.214 -2.275 -3.920
H 1.559 -2.253 -5.078
H 3.818 -2.245 -2.821
H 3.820 -3.072 -4.392
H 4.013 -4.006 -2.893
H 0.470 -4.768 -3.682
H 2.010 -5.458 -3.134
H 1.859 -4.825 -4.789
H -1.349 -5.310 -0.066
H -1.493 -5.965 -1.709
H -2.936 -5.813 -0.686
H -2.272 -2.961 0.435
H -3.863 -3.471 -0.174
H -3.041 -2.052 -0.861
H -2.555 -4.621 -3.521
H -3.205 -3.009 -3.172
H -4.040 -4.453 -2.559
O -0.928 -0.741 0.845
C -0.193 -0.285 0.012
*
```

Properties
Highest occupied orbital energy (spin up / spin down): -0.17397 / -0.17249 Ha
HOMO-LUMO gap (spin up / spin down): 7.100 / 7.051 eV
LUMO level (spin up / spin down): 2.4 / 2.4 eV
Relative energy (zero: lowest compared OMol25 entry of this formula, charge and spin): 0.0 kcal per mole

Here are the Mulliken charges for atoms 1 to 4, given in e:
1. Ni -0.572
2. S -0.270
3. C 0.086
4. C -0.708

[5]
ORCA calculation (the ωB97M-V functional and the def2-TZVPD basis) on a structure of composition C37H41ClIrN3O3P2S2 at a distorted geometry.

Geometry as ORCA input:
```
! wB97M-V def2-TZVPD RIJCOSX def2/J DEFGRID3
* xyz 3 2
Ir 0.311 -0.141 -0.042
Cl 2.753 -0.806 -0.293
C 3.372 -0.417 1.323
C 4.702 -0.127 1.497
C 5.124 0.208 2.784
C 4.223 0.255 3.837
C 2.882 -0.054 3.631
C 2.444 -0.418 2.361
P 0.767 -0.997 2.025
C -0.232 -0.578 3.433
C -0.659 -1.584 4.301
C -1.408 -1.250 5.419
C -1.742 0.074 5.663
C -1.321 1.081 4.798
C -0.574 0.757 3.681
C 0.873 -2.775 1.842
C 0.072 -3.434 0.907
C 0.155 -4.811 0.774
C 1.037 -5.529 1.572
C 1.839 -4.876 2.500
C 1.764 -3.500 2.638
H 5.398 -0.154 0.669
H 6.167 0.439 2.952
H 4.563 0.526 4.827
H 2.183 -0.031 4.457
H -0.394 -2.617 4.116
H -1.728 -2.025 6.102
H -2.338 0.326 6.530
H -1.578 2.112 5.002
H -0.257 1.540 3.007
H -0.624 -2.878 0.288
H -0.465 -5.325 0.052
H 1.101 -6.604 1.471
H 2.525 -5.441 3.117
H 2.392 -2.998 3.364
C -3.091 -3.272 2.335
C -3.763 -2.879 1.042
C -5.240 -3.198 1.026
O -3.565 -1.407 0.928
P -3.615 -0.598 -0.402
S -4.301 -1.355 -1.984
S -1.600 -0.340 -1.104
O -4.088 0.828 -0.012
C -4.247 1.499 1.300
C -5.488 0.975 1.982
C -2.986 1.380 2.127
H -3.096 -4.358 2.433
H -3.622 -2.847 3.188
H -2.057 -2.925 2.358
H -3.257 -3.336 0.188
H -5.756 -2.635 1.805
H -5.366 -4.261 1.234
H -5.702 -2.983 0.066
H -4.396 2.533 0.996
H -5.367 -0.071 2.264
H -6.358 1.074 1.335
H -5.670 1.556 2.887
H -2.868 0.372 2.525
H -3.047 2.075 2.965
H -2.105 1.636 1.532
C 3.370 0.385 -9.345
C 2.954 1.028 -8.081
C 3.596 0.717 -6.848
C 3.216 1.321 -5.696
C 2.163 2.290 -5.701
N 1.834 2.836 -4.502
C 0.985 3.959 -4.298
O 0.510 4.580 -5.201
N 0.809 4.350 -2.986
C 0.973 3.735 -1.736
C 1.176 4.561 -0.629
C 1.285 4.005 0.625
C 1.156 2.635 0.772
N 0.919 1.842 -0.280
C 0.841 2.372 -1.521
C 1.515 2.621 -6.934
C 1.912 1.996 -8.074
H 3.983 -0.498 -9.185
H 3.960 1.106 -9.927
H 2.506 0.141 -9.966
H 4.400 -0.008 -6.845
H 3.719 1.090 -4.764
H 2.383 2.528 -3.710
H 0.426 5.287 -2.962
H 1.247 5.634 -0.762
H 1.461 4.626 1.493
H 1.257 2.157 1.733
H 0.605 1.687 -2.326
H 0.734 3.362 -6.952
H 1.424 2.240 -9.009
*
```

Properties
Highest occupied orbital energy (spin up / spin down): -0.48846 / -0.50877 Ha
HOMO-LUMO gap (spin up / spin down): 2.077 / 1.697 eV
LUMO level (spin up / spin down): -11.2 / -12.1 eV
Relative energy (zero: lowest compared OMol25 entry of this formula, charge and spin): 121.2 kcal per mole

Here are the Mulliken charges for atoms 1 to 4, given in e:
1. Ir 1.567
2. Cl -0.179
3. C 0.810
4. C -0.708